131
Properties=species:S:1:pos:R:3:lowdin_charge:R:1 method="wB97M-V/def2-TZVPD" homo_energy_ev=-12.60 charge=+2 relative_energy_kj_mol=0.0 gap_ev=7.35
H -2.56 -1.05 -5.94 0.12
H 1.95 -4.57 -3.69 0.10
H -6.17 -0.34 0.38 0.12
H -3.98 -0.11 -7.72 0.11
H -3.57 3.79 -5.99 0.11
H 7.95 -0.61 2.42 0.11
C -2.97 -0.07 -1.81 -0.16
C -1.42 0.30 -3.88 -0.08
C -1.78 6.57 -1.05 -0.07
C -3.83 1.24 3.45 -0.08
N 1.67 0.02 0.08 -0.06
C 0.19 -3.66 -0.09 -0.16
H 3.63 5.28 0.35 0.11
H -6.25 0.79 -1.82 0.12
C 2.48 -0.10 -0.96 -0.41
H -4.58 0.48 3.27 0.10
H 2.97 -5.24 -2.41 0.11
H 1.01 -0.78 -5.63 0.10
C -3.58 0.54 -6.95 -0.05
C 1.24 -6.70 0.27 -0.02
C 1.82 0.19 2.53 -0.14
C -3.35 2.73 -5.98 -0.06
C 0.70 0.20 -5.26 0.02
C -4.08 -0.81 0.23 -0.07
Ge -0.82 3.08 1.16 0.99
H 5.96 -1.14 1.07 0.12
C 0.44 -6.75 -2.00 -0.04
H 4.18 2.58 2.26 0.09
C -2.95 -0.70 -0.56 -0.09
N -0.07 0.05 -4.03 -0.03
C 1.36 3.66 3.02 -0.10
C -2.82 2.85 4.90 -0.06
H 1.57 0.83 -5.09 0.10
H -1.37 7.56 -1.20 0.11
C 7.19 1.28 3.10 -0.05
H -3.29 3.07 -0.48 0.09
C 2.42 0.30 1.20 -0.12
H -3.45 6.91 -2.35 0.11
C 0.85 -6.02 -0.88 -0.20
H 2.64 -0.30 5.78 0.12
H 0.18 -0.37 6.01 0.12
C -4.18 0.46 -2.25 0.01
C -1.14 5.68 -0.21 -0.10
H 0.12 -6.23 -2.90 0.12
C 2.51 -4.33 -2.79 0.00
N 0.55 -2.39 -0.46 0.00
H 0.79 -9.88 -0.79 0.11
C 4.92 0.18 -1.43 0.01
C 0.42 -8.13 -1.97 -0.06
C -2.77 0.01 -5.96 -0.02
C -0.85 -3.11 2.09 -0.05
H 4.67 0.66 -2.37 0.09
H -0.26 0.38 1.87 0.01
N -0.57 -0.40 -1.96 -0.08
H 3.69 0.04 3.60 0.11
C 6.01 -0.20 1.61 -0.03
H 0.10 -8.69 -2.84 0.11
H -4.49 2.31 -7.75 0.11
H -4.41 4.65 -1.98 0.11
C 0.44 0.11 2.68 -0.11
C -2.84 -4.99 1.69 -0.06
N 3.75 0.16 -0.56 -0.03
C -1.95 3.22 3.89 -0.10
N 1.62 -3.80 -1.76 -0.04
H 1.51 4.22 -0.32 0.10
H -1.24 4.03 4.07 0.10
C 3.35 4.88 2.44 -0.10
H 4.26 5.39 2.73 0.11
C 4.95 0.70 1.56 -0.20
C 2.54 4.29 3.40 -0.08
H 3.28 -3.60 -3.01 0.07
H -2.16 2.85 -4.20 0.12
C -2.84 4.05 -0.65 -0.12
H -3.03 1.11 1.48 0.06
H 0.74 3.20 3.79 0.09
C -5.32 0.37 -1.46 -0.04
H -2.77 3.36 5.86 0.11
H 1.51 -8.61 1.20 0.11
C 1.39 -2.49 -1.48 -0.41
H -1.24 -0.09 3.99 0.11
C -3.86 1.90 -6.97 -0.06
C 0.86 -4.55 -0.90 -0.10
H -1.84 -5.46 -0.14 0.12
C 2.61 0.03 3.67 0.01
C -0.84 -3.89 0.93 -0.18
C -2.87 -4.18 2.82 -0.07
C -2.95 6.21 -1.70 -0.07
H 5.29 -0.82 -1.61 0.10
C 3.73 0.41 0.79 -0.08
C -1.99 2.59 2.65 -0.27
H 0.06 0.67 -6.00 0.10
H 6.18 3.10 3.62 0.11
C -1.65 4.40 0.00 -0.28
C 2.02 -0.18 4.91 -0.04
H 2.82 4.33 4.44 0.11
H -0.03 -2.42 2.28 0.09
H 8.06 1.50 3.70 0.11
C -0.16 -0.09 3.91 -0.06
C -1.73 -0.01 -2.58 -0.15
H -3.65 -4.30 3.56 0.11
C -2.95 1.60 2.44 -0.13
P 2.05 -1.07 -2.44 1.20
H -4.44 1.57 5.48 0.11
C 5.01 1.89 2.29 -0.02
H -2.07 -1.27 -0.21 0.06
C -0.85 1.45 0.01 -0.25
H 5.70 0.76 -0.94 0.10
C -3.76 1.85 4.69 -0.07
H -4.03 -1.32 1.18 0.12
H 1.55 -6.14 1.14 0.12
C -3.49 4.94 -1.49 -0.08
C 0.96 3.64 1.68 -0.28
C 0.81 -8.80 -0.81 -0.06
C 2.99 4.82 1.10 -0.08
C 0.64 -0.23 5.04 -0.04
C 1.21 -8.09 0.31 -0.06
H -4.24 0.96 -3.21 0.11
C 1.80 4.21 0.73 -0.12
C -5.28 -0.26 -0.22 -0.05
C 6.13 2.18 3.06 -0.05
C 0.42 -0.37 -2.84 -0.41
H -3.62 -5.73 1.54 0.11
H -1.85 -2.64 3.92 0.10
C -2.26 0.84 -4.97 -0.21
C -1.84 -4.84 0.75 -0.01
H -1.42 1.75 -0.89 0.00
C -1.86 -3.25 3.02 -0.07
H -0.23 5.99 0.30 0.10
C -2.55 2.21 -4.98 -0.03
Os -0.31 -0.35 0.03 1.22
C 7.13 0.09 2.38 -0.06

157
Properties=species:S:1:pos:R:3:lowdin_charge:R:1 method="wB97M-V/def2-TZVPD" homo_energy_ev="-1.80 / -1.80" charge=-2 relative_energy_kj_mol=0.0 gap_ev="5.10 / 5.06"
C 5.30 2.30 3.10 -0.17
C 7.99 1.07 -2.91 -0.05
H 3.76 -2.09 1.62 0.10
H -3.85 -2.16 3.22 0.11
C -2.66 1.34 -2.85 -0.43
H 6.81 -1.05 -4.19 0.07
C 2.57 0.73 5.39 -0.53
H 0.77 -2.67 2.46 0.03
H 4.85 2.20 5.22 0.09
C 1.34 -5.01 -3.43 -0.10
H 3.25 -2.22 -3.34 0.09
H 7.14 2.02 5.11 0.08
C -5.90 -2.03 -2.41 -0.08
C -4.20 2.86 5.41 -0.11
C 7.20 3.58 2.03 -0.07
H -3.46 3.58 -0.29 0.10
H 8.46 2.94 4.36 0.08
C 2.95 1.15 -1.87 -0.32
H 2.33 -1.35 4.75 0.06
H 4.55 2.55 -5.27 0.07
C -3.62 -2.62 -1.85 -0.32
H 7.56 1.37 -3.87 0.07
C -2.91 0.95 6.10 -0.10
C -6.21 -3.36 -2.60 -0.11
C -3.89 2.60 4.09 -0.05
H -1.30 -4.93 0.01 0.07
H 1.08 2.33 -3.80 0.08
C 1.91 -4.87 1.00 -0.09
H -2.52 0.31 6.88 0.09
C -3.31 -2.78 2.51 -0.08
C 2.31 -2.30 0.05 -0.10
N 0.26 -2.98 3.29 -0.02
H -7.22 -3.65 -2.88 0.09
H -3.64 4.58 -2.33 0.09
H 1.75 -5.87 1.38 0.10
H -3.96 2.24 7.47 0.08
C 7.85 -0.46 -0.95 -0.07
C 3.79 0.90 -0.68 -0.20
H -0.91 -1.34 3.12 0.02
C -2.73 2.64 -4.95 -0.14
H 1.91 -6.87 -4.32 0.09
H 0.99 2.23 5.24 0.09
H 7.30 -1.26 -0.44 0.09
C 3.70 1.16 1.67 -0.17
C 3.39 1.12 4.16 -0.08
C -3.72 2.04 6.43 -0.13
H -1.94 -5.87 2.20 0.10
C 3.05 -2.75 1.14 -0.08
C 3.83 -4.09 -4.24 -0.09
C 4.52 1.87 4.24 0.02
C -5.23 -4.33 -2.42 -0.10
C 3.46 -5.40 -4.51 -0.11
H 6.57 -2.09 -2.78 0.09
C -1.35 -3.14 -3.65 -0.20
H -1.75 -2.15 -3.90 0.07
C -3.32 3.70 -2.89 -0.10
C -4.60 -1.65 -2.04 -0.06
H -4.34 -0.61 -1.90 0.09
H 7.51 2.72 1.44 0.08
H 3.41 -4.39 2.48 0.10
C 1.71 -3.70 -3.14 -0.35
C 2.86 -4.04 1.61 -0.10
C 5.74 0.41 -2.05 -0.18
H 0.29 -1.23 4.18 0.01
N -3.40 1.87 1.44 0.02
C 5.16 0.53 -0.82 0.01
H -3.22 -1.23 1.03 0.10
O -2.42 0.25 -2.25 -0.32
C -2.23 -4.85 1.94 -0.12
C 4.94 0.71 -3.20 0.00
C 7.18 -0.07 -2.26 -0.56
Cs -0.33 0.60 -0.11 1.13
H 8.00 1.94 -2.25 0.09
C -1.86 -4.32 0.71 -0.12
C 1.38 -3.12 -0.57 -0.35
H -2.13 -3.87 -3.85 0.06
H 0.48 -5.07 -0.58 0.08
C 1.09 1.14 5.19 -0.04
H -0.45 -3.62 2.95 0.02
C 3.62 1.05 -3.18 -0.07
H 8.09 4.18 2.25 0.08
H 0.89 0.60 -4.00 0.08
H -3.35 4.72 -4.78 0.07
C 2.21 -5.85 -4.11 -0.10
H 2.47 -1.29 -0.33 0.07
C 3.47 2.62 -5.12 -0.05
H 5.77 4.19 5.12 0.07
H 0.47 0.70 5.98 0.08
C -3.95 -3.96 -2.04 -0.11
H 0.36 -5.37 -3.11 0.10
H -2.57 2.68 -6.02 0.08
H 7.86 1.45 3.60 0.09
C -2.59 0.70 4.77 -0.03
H 5.43 0.66 -4.17 0.09
C 2.96 0.64 2.84 -0.29
H 9.02 0.75 -3.08 0.08
H -0.52 -3.34 -4.33 0.05
C 2.96 -3.24 -3.56 -0.10
H 2.79 -0.78 -5.08 0.07
H -1.96 -0.14 4.51 0.08
C -3.25 2.58 -0.69 -0.15
H 5.70 0.26 0.08 0.10
H 2.62 0.35 -6.44 0.08
H 6.53 4.19 1.42 0.09
N 3.14 0.93 0.49 0.16
C -2.95 -2.26 1.28 -0.10
O 1.77 1.46 -1.73 -0.19
H 4.07 1.11 6.94 0.08
C 1.19 -4.41 -0.08 -0.11
N -0.91 -3.24 -2.23 -0.49
C 6.17 4.43 4.13 -0.05
C -2.22 -3.02 0.36 -0.33
C 2.90 1.32 -4.52 -0.52
H 0.70 0.80 4.23 0.07
H 3.27 3.47 -4.46 0.09
C -3.09 2.53 -2.16 -0.16
H -6.65 -1.27 -2.54 0.10
H 2.39 1.17 7.49 0.08
N -0.44 -1.86 3.86 -0.04
H 3.05 2.52 6.55 0.08
C 3.06 1.43 6.66 -0.08
H 5.41 5.00 3.59 0.09
H 4.14 -6.05 -5.05 0.09
C -3.07 1.52 3.75 -0.13
H 2.07 -1.09 6.48 0.08
H 8.86 -0.82 -1.15 0.08
C -2.95 -4.09 2.85 -0.11
H -5.46 -5.38 -2.55 0.09
H 7.05 5.06 4.27 0.08
H 5.37 2.34 0.98 0.10
H 8.21 -1.67 -3.31 0.08
O 2.07 -0.21 2.69 0.01
H -4.26 3.22 3.29 0.09
N -3.16 1.60 0.11 -0.07
C 7.19 -1.29 -3.19 -0.05
H -3.19 -4.72 -1.87 0.10
C 2.67 -0.79 5.62 -0.04
H 0.98 1.64 -5.43 0.08
P -1.92 -2.11 -1.24 1.01
H 7.92 0.39 -0.27 0.08
C -3.16 3.79 -4.26 -0.15
H 4.80 -3.72 -4.55 0.09
H 4.21 0.04 -5.75 0.07
H -3.21 -4.49 3.82 0.10
O -1.72 0.38 2.11 -0.36
C 6.54 3.16 3.35 -0.56
C 4.88 1.95 1.86 0.02
H -4.84 3.70 5.66 0.09
P 0.69 -2.50 -2.16 1.00
H 2.99 2.83 -6.09 0.08
C 3.15 0.17 -5.50 -0.05
H 3.72 -1.07 5.81 0.08
H -2.13 0.58 -4.79 0.09
C 7.56 2.35 4.16 -0.05
C 1.37 1.48 -4.42 -0.06
C -2.48 1.47 -4.27 -0.04
C -2.69 1.19 2.32 -0.53